{
  "formula": "Cl2O3S2",
  "method": "ωB97M-V with the def2-TZVPD basis set",
  "species": ["O", "O", "O", "S", "S", "Cl", "Cl"],
  "xyz": [[-1.778, -0.466, -1.483], [-0.074, 0.072, 0.444], [1.032, 2.203, 1.094], [-1.599, -0.706, -0.066], [1.361, 0.865, 0.900], [-1.172, -2.736, 0.235], [2.230, 0.769, -1.124]],
  "homo_lumo_gap_ha": 0.350,
  "homo_energy_ev": -11.0,
  "e_lumo_ev": -1.4,
  "relative_energy_ev": 1.068
}

***

{
  "formula": "Cl2OS",
  "method": "ωB97M-V with the def2-TZVPD basis set",
  "species": ["O", "S", "Cl", "Cl"],
  "xyz": [[2.114, 0.260, -0.438], [-0.943, -0.996, 0.121], [-2.123, 0.677, -0.273], [0.952, 0.059, 0.590]],
  "homo_lumo_gap_ha": 0.299,
  "homo_energy_ev": -10.2,
  "e_lumo_ev": -2.0,
  "relative_energy_ev": 3.883
}

***

{
  "formula": "Cl3H3N4",
  "method": "ωB97M-V with the def2-TZVPD basis set",
  "species": ["N", "N", "N", "N", "Cl", "Cl", "Cl", "H", "H", "H"],
  "xyz": [[-1.794, 0.710, 1.378], [-0.544, 0.551, 1.222], [0.025, 0.151, 0.217], [1.355, 0.131, 0.036], [-0.722, -0.619, -3.564], [2.285, 0.575, 1.546], [1.942, -1.467, -0.544], [-0.173, -1.435, -2.856], [-2.396, 0.881, 0.462], [0.023, 0.521, 2.104]],
  "homo_lumo_gap_ha": [0.290, 0.290],
  "homo_energy_ev": [-8.9, -8.9],
  "e_lumo_ev": [-1.0, -1.0],
  "relative_energy_ev": 1.230
}

***

{
  "formula": "Cl3H3Si2",
  "method": "ωB97M-V with the def2-TZVPD basis set",
  "species": ["Si", "Si", "Cl", "Cl", "Cl", "H", "H", "H"],
  "xyz": [[-1.193, -0.085, 0.177], [2.425, 0.513, -0.894], [-3.113, -0.035, 0.472], [2.414, 0.756, 1.150], [-0.587, -1.900, -0.613], [-0.911, 1.140, -0.661], [-0.439, 0.027, 1.433], [1.403, -0.416, -1.065]],
  "homo_lumo_gap_ha": 0.288,
  "homo_energy_ev": -8.8,
  "e_lumo_ev": -1.0,
  "relative_energy_ev": 1.967
}

***

{
  "formula": "Cl4H18Na5O25",
  "method": "ωB97M-V with the def2-TZVPD basis set",
  "species": ["Na", "Na", "Na", "Na", "Na", "Cl", "O", "O", "O", "O", "Cl", "O", "O", "O", "O", "Cl", "O", "O", "O", "O", "Cl", "O", "O", "O", "O", "O", "H", "H", "O", "H", "H", "O", "H", "H", "O", "H", "H", "O", "H", "H", "O", "H", "H", "O", "H", "H", "O", "H", "H", "O", "H", "H"],
  "xyz": [[0.162, -0.141, 0.457], [3.823, -2.688, 0.423], [0.830, 4.304, -0.098], [-3.183, 0.611, -2.469], [-2.497, -0.816, 4.361], [5.077, 0.131, -1.510], [6.444, 0.638, -1.372], [4.414, 0.703, -0.394], [4.499, 0.600, -2.724], [4.962, -1.269, -1.371], [-3.646, 0.717, 1.006], [-3.984, -0.100, 2.139], [-3.173, -0.212, 0.059], [-4.800, 1.388, 0.533], [-2.618, 1.656, 1.324], [0.417, -3.663, 2.711], [-0.235, -3.261, 3.921], [1.795, -3.468, 2.897], [0.038, -5.055, 2.553], [-0.083, -2.683, 1.758], [-1.820, -3.145, -2.568], [-1.640, -3.409, -1.196], [-1.311, -1.798, -2.846], [-1.025, -4.084, -3.248], [-3.175, -3.262, -2.941], [-5.120, -2.298, -0.424], [-4.257, -1.966, -0.177], [-4.993, -2.670, -1.297], [1.090, 1.067, -3.697], [0.275, 1.485, -3.416], [1.653, 1.794, -3.963], [-1.632, 4.379, -0.372], [-2.259, 4.987, -0.762], [-2.105, 3.983, 0.361], [1.650, -1.683, -0.997], [1.142, -2.438, -1.293], [2.237, -1.487, -1.727], [0.503, 0.811, 2.885], [1.404, 0.840, 3.208], [-0.035, 0.785, 3.676], [-1.240, 1.966, -2.029], [-1.354, 2.458, -1.215], [-1.747, 2.454, -2.677], [1.762, 1.771, -0.385], [1.840, 1.614, -1.326], [2.665, 1.800, -0.071], [0.133, 3.673, 2.065], [0.439, 3.138, 2.797], [-0.782, 3.863, 2.272], [3.100, -0.850, 2.042], [2.771, -1.128, 2.897], [3.585, -0.045, 2.222]],
  "homo_lumo_gap_ha": 0.229,
  "homo_energy_ev": -10.8,
  "e_lumo_ev": -4.6,
  "charge": 1
}

***

{
  "formula": "Cl4N4",
  "method": "ωB97M-V with the def2-TZVPD basis set",
  "species": ["N", "N", "N", "N", "Cl", "Cl", "Cl", "Cl"],
  "xyz": [[0.962, -0.410, -0.599], [1.674, 0.319, -1.280], [0.275, -0.892, 0.230], [-1.215, 0.019, 1.000], [1.266, 1.996, -1.415], [0.273, -2.680, 0.522], [-0.554, 1.502, 1.452], [-2.681, 0.145, 0.090]],
  "homo_lumo_gap_ha": [0.260, 0.259],
  "homo_energy_ev": [-9.2, -9.6],
  "e_lumo_ev": [-2.1, -2.5],
  "relative_energy_ev": 3.011
}

***

{
  "formula": "Cl5HOSi2",
  "method": "ωB97M-V with the def2-TZVPD basis set",
  "species": ["Cl", "Si", "Cl", "Cl", "H", "O", "Si", "Cl", "Cl"],
  "xyz": [[0.659, -2.030, -1.424], [1.195, -1.467, 0.424], [2.958, -2.465, 0.630], [-0.126, -2.112, 1.736], [1.837, -0.157, 0.367], [-0.436, 0.931, 0.062], [-1.461, 1.938, -0.385], [-2.232, 3.427, 0.746], [-2.395, 1.936, -2.158]],
  "smiles": "Cl[SiH](Cl)Cl.O=[Si](Cl)Cl",
  "homo_lumo_gap_ha": 0.367,
  "homo_energy_ev": -10.8,
  "e_lumo_ev": -0.8,
  "relative_energy_ev": 1.810
}

***

{
  "formula": "Cl5HSSi2",
  "method": "ωB97M-V with the def2-TZVPD basis set",
  "species": ["S", "Si", "Cl", "Cl", "Si", "Cl", "Cl", "Cl", "H"],
  "xyz": [[2.611, 0.547, -0.061], [0.272, 1.000, 0.240], [-0.126, 1.626, 2.084], [-0.422, 2.329, -1.148], [-0.771, -1.118, -0.027], [-0.249, -2.206, 1.597], [-1.066, -2.258, -1.627], [-2.566, -0.372, 0.341], [2.319, 0.452, -1.399]],
  "smiles": "S[Si](Cl)(Cl)[Si](Cl)(Cl)Cl",
  "homo_lumo_gap_ha": 0.352,
  "homo_energy_ev": -9.6,
  "e_lumo_ev": -0.1,
  "relative_energy_ev": 0.614
}